DFT (ωB97M-V/def2-TZVPD) results for a 7-piece molecular cluster, C15H40F8N6O9PS2 overall in a non-equilibrium geometry.

Geometry as XYZ:
```
81
C15H40F8N6O9PS2, DFT ωB97M-V/def2-TZVPD
C -47.26596 0.17862 -3.51750
C -46.91555 -0.26187 -2.11734
O -47.69079 -0.55145 -1.28504
N -45.46287 -0.20101 -1.64347
H -45.70057 -0.21963 -0.64136
H -45.11187 -1.11935 -1.93356
C -44.71653 1.07321 -1.95073
H -46.72878 1.00823 -3.96371
H -48.29719 0.51203 -3.37216
H -47.37310 -0.66789 -4.19716
H -43.64673 0.99731 -1.79679
H -45.29959 1.91664 -1.59029
H -44.81371 1.26194 -3.02427
C -34.81297 4.20436 -2.00768
C -35.22192 4.26805 -3.44581
O -34.47352 4.43821 -4.33556
N -36.63616 3.82123 -3.82616
H -36.61007 2.89916 -4.26772
H -37.21667 3.58105 -2.98569
C -37.20621 4.81592 -4.77469
H -35.43510 4.78255 -1.32547
H -33.78020 4.53458 -1.95881
H -34.87870 3.13994 -1.75721
H -37.60043 5.72013 -4.32674
H -38.04578 4.33656 -5.28953
H -36.59232 5.00211 -5.65394
C -38.71113 -1.52148 -4.07998
C -38.68681 -0.81642 -2.74748
O -39.47904 -0.96965 -1.88367
N -37.48665 -0.00508 -2.40472
H -36.78933 -0.11279 -3.14336
H -37.71666 1.00223 -2.28404
C -36.66012 -0.49499 -1.16054
H -38.10370 -2.42917 -4.07559
H -38.33282 -0.85626 -4.85722
H -39.73653 -1.83885 -4.24468
H -36.91075 -1.53589 -0.98814
H -36.98947 0.15415 -0.35383
H -35.61089 -0.35085 -1.39654
C -41.98672 7.92600 -8.00160
C -41.67962 8.53165 -6.69586
O -41.15455 9.57551 -6.55210
N -42.22163 7.81729 -5.46977
H -42.53218 8.44434 -4.72290
H -43.09093 7.38500 -5.79979
C -41.35471 6.62438 -4.96743
H -41.07896 7.70694 -8.56619
H -42.60903 8.59200 -8.60022
H -42.50691 6.96460 -7.95847
H -40.36924 7.02945 -5.19151
H -41.52186 5.72580 -5.54853
H -41.48816 6.53812 -3.89561
C -37.31446 8.88633 0.03301
C -38.56674 8.18767 0.44719
O -39.36958 7.71697 -0.28645
N -38.72734 8.03838 1.92025
H -38.07791 8.60794 2.47105
H -39.60858 8.49625 2.18875
C -38.75749 6.60893 2.51216
H -37.21505 9.88745 0.46092
H -37.29110 9.08928 -1.03534
H -36.45343 8.27219 0.30434
H -38.39901 6.67851 3.53393
H -38.12298 6.02463 1.85555
H -39.76542 6.20811 2.50715
P -37.25742 3.14002 4.55167
F -38.73452 2.49927 4.32903
F -37.92603 4.50963 3.90361
F -37.68940 3.62245 6.02511
F -35.86994 3.93916 4.66031
F -36.63537 1.82090 5.27598
F -36.90073 2.51031 3.09045
N -38.46054 2.76065 -1.87625
S -38.70684 3.29066 -0.44268
O -39.68406 2.69924 0.42601
O -38.30210 4.65689 -0.28098
F -37.44395 2.54097 0.19264
S -40.01187 3.27992 -2.44837
O -40.07658 4.69107 -2.75982
O -41.17866 2.69572 -1.86861
F -39.83704 2.60006 -3.88845
```

* LUMO energy: -7.562 eV
* molecular weight: 695.6 u
* charge: +3
* E_HOMO: -14.76 eV

Results of the Mulliken charge analysis, in e, for atoms 1 through 5:
1 C -1.004
2 C 0.440
3 O -0.363
4 N -0.061
5 H 0.382

DFT (ωB97M-V/def2-TZVPD) results for a 10-piece molecular cluster, C40H74F6O28 overall in a non-equilibrium geometry.

Geometry as XYZ:
```
148
C40H74F6O28, DFT ωB97M-V/def2-TZVPD
C -18.73422 -0.30567 -6.61113
C -17.26730 -0.40288 -6.27848
O -17.00313 0.49369 -5.22280
C -16.47562 1.65995 -5.45140
O -16.27623 2.15360 -6.58353
O -16.11728 2.22383 -4.32151
C -15.37905 3.42509 -4.43961
H -19.03181 -0.99182 -7.40407
H -19.05015 0.70286 -6.87789
H -19.34998 -0.51005 -5.73525
H -16.70999 -0.26877 -7.20558
H -17.00879 -1.41605 -5.97065
H -14.94818 3.66372 -5.41197
H -14.53113 3.54070 -3.76450
H -15.89003 4.34254 -4.14753
C -14.81563 4.80493 -8.31129
C -14.59515 6.22918 -8.90649
O -15.79789 6.92931 -9.18093
C -15.81265 7.83450 -10.19793
O -14.90751 7.90412 -11.03563
O -16.95492 8.54709 -10.19078
C -17.28372 9.43952 -11.18722
H -15.24750 4.86067 -7.31205
H -13.85871 4.29143 -8.21796
H -15.47026 4.22108 -8.95835
H -13.92695 6.15009 -9.76401
H -13.99551 6.85641 -8.24685
H -16.94935 9.11529 -12.17271
H -16.83387 10.40209 -10.94392
H -18.36278 9.58728 -11.14353
C -20.48219 7.99707 -4.00738
C -19.26592 7.40708 -4.72800
O -19.61593 6.51771 -5.81998
C -18.71521 5.63478 -6.40319
O -17.49675 5.62814 -6.04534
O -19.39986 4.77887 -7.37868
C -18.55082 3.97310 -8.23064
H -20.21552 8.73047 -3.24639
H -21.02545 7.22387 -3.46412
H -21.24291 8.32499 -4.71583
H -18.59223 6.94576 -4.00589
H -18.72473 8.21452 -5.22120
H -17.69071 4.50232 -8.64083
H -19.09140 3.61657 -9.10743
H -18.28043 3.09281 -7.64748
C -11.31638 8.13638 -10.50299
C -10.94300 6.75941 -10.96322
O -11.16146 5.81275 -9.85710
C -10.83833 4.52066 -10.08237
O -10.47048 4.05816 -11.14703
O -10.99007 3.92244 -8.92307
C -10.60246 2.57310 -8.69642
H -11.18196 8.88290 -11.28576
H -10.65469 8.40312 -9.67890
H -12.33712 8.19149 -10.12463
H -9.95942 6.72909 -11.43202
H -11.59775 6.49960 -11.79503
H -9.51391 2.56224 -8.64134
H -10.88694 1.83047 -9.44184
H -11.10118 2.17253 -7.81385
C -9.72666 8.12552 -4.56338
C -10.97537 7.22571 -4.66976
O -12.07647 8.02842 -4.97359
C -13.27963 7.42537 -5.03830
O -13.52238 6.21097 -4.83409
O -14.18296 8.30683 -5.57195
C -15.51208 7.87359 -5.69157
H -9.82819 8.88969 -3.79276
H -9.62430 8.61754 -5.53062
H -8.81856 7.52864 -4.47861
H -11.16176 6.75318 -3.70536
H -10.84886 6.50680 -5.47924
H -15.90657 8.45442 -6.52532
H -16.08413 7.91913 -4.76487
H -15.60284 6.86614 -6.09765
C -15.56591 12.76037 -6.24632
C -15.23114 12.61650 -7.70023
O -14.07812 11.81696 -7.84510
C -12.99349 12.19304 -8.37898
O -12.72997 13.26843 -8.97558
O -12.04183 11.25246 -8.21533
C -12.23921 10.04341 -7.61907
H -16.52568 13.26260 -6.12502
H -14.83316 13.32702 -5.67180
H -15.63673 11.76139 -5.81607
H -15.13601 13.58982 -8.18157
H -16.00994 12.03711 -8.19609
H -11.28771 9.56322 -7.39067
H -12.79226 9.39207 -8.29583
H -12.66401 10.09332 -6.61650
C -19.87176 9.07739 -7.97513
C -20.97045 8.15329 -8.57201
O -22.09181 8.89412 -9.08934
C -21.96142 9.28885 -10.35785
O -21.02447 9.07039 -11.17724
O -23.08852 10.04204 -10.63348
C -23.13439 10.77145 -11.85917
H -19.01796 8.47633 -7.66230
H -20.31767 9.51795 -7.08342
H -19.42804 9.72357 -8.73255
H -21.21766 7.50679 -7.72998
H -20.57672 7.50782 -9.35714
H -22.29301 11.43222 -12.06792
H -24.02603 11.39666 -11.90608
H -23.12822 10.01356 -12.64253
C -14.07113 11.03566 -12.70667
C -13.00912 11.96249 -13.26802
O -11.74649 11.49338 -12.84477
C -11.13491 12.10855 -11.72095
O -11.46697 13.11444 -11.17767
O -10.06794 11.42143 -11.35846
C -9.18305 11.96060 -10.32115
H -15.04810 11.27522 -13.12648
H -14.05950 11.00823 -11.61707
H -13.76463 10.04059 -13.02913
H -13.19859 12.98149 -12.93061
H -13.04354 11.88221 -14.35452
H -9.66488 12.02720 -9.34571
H -8.77880 12.91507 -10.65834
H -8.36762 11.27771 -10.08281
C -18.31626 12.20656 -13.94119
C -19.36684 11.56932 -12.98553
O -18.97719 11.84502 -11.72228
C -19.58557 12.83606 -10.92489
O -20.63771 13.36390 -11.31485
C -19.09561 12.92379 -9.43386
F -18.15756 12.02785 -9.18456
F -18.74149 14.19003 -9.08363
F -20.15421 12.50351 -8.72424
H -17.36828 11.73028 -13.69104
H -18.20918 13.23465 -13.59526
H -18.59366 11.99773 -14.97441
H -19.38468 10.48756 -13.11816
H -20.40849 11.86595 -13.10830
C -14.42665 8.57588 -15.17355
C -14.27566 7.19628 -14.57703
O -13.36183 6.41353 -15.30899
C -13.63464 5.09432 -15.58368
O -14.72113 4.56376 -15.28183
C -12.56560 4.40754 -16.42997
F -12.72803 4.59368 -17.76614
F -11.44690 4.89106 -16.02240
F -12.55357 3.04970 -16.15482
H -14.83064 8.59070 -16.18581
H -13.48410 9.12281 -15.14968
H -15.12473 9.16051 -14.57439
H -15.26901 6.74789 -14.59441
H -13.95799 7.26053 -13.53632
```

* LUMO energy (alpha / beta): 1.722 / 1.722 eV
* molecular weight: 1117.0 u
* multiplicity: 2
* charge: -1
* <S²>: 0.753
* E_HOMO (alpha / beta): -0.46 / -5.26 eV

Results of the Mulliken charge analysis, in e, for atoms 1 through 5:
1 C -0.984
2 C -0.148
3 O -0.393
4 C 0.831
5 O -0.574

Question: Which value of molecular weight does entry 1 give?
Answer: 695.6 u

Question: Number 1 is which compound?
Answer: C15H40F8N6O9PS2

Question: The lowest molecular weight belongs to which entry?
Answer: C15H40F8N6O9PS2

Question: Which formula does entry 1 have?
Answer: C15H40F8N6O9PS2